No. 1
C34H60N3O11P | wB97M-V/def2-TZVPD

Structure (XYZ):
```
109
C34H60N3O11P (wB97M-V/def2-TZVPD)
P -4.50 -1.13 2.47
O -4.77 0.49 2.74
O -5.52 2.47 6.96
O -3.74 4.69 6.18
O -2.05 -4.12 -3.92
O 7.39 -5.58 -2.44
O 5.71 7.15 0.91
O -5.68 -1.69 1.40
O -3.83 -6.35 -3.15
O 3.22 6.11 -0.28
O -4.62 -1.95 3.71
O 5.38 -3.59 -1.59
N -3.55 -0.22 -2.95
N -1.95 -2.15 2.32
N -1.50 -0.96 -0.45
C -0.80 -2.30 1.54
C 4.00 5.44 0.71
C -4.92 1.67 5.94
C 4.71 6.43 1.62
C -4.35 4.54 7.46
C -2.84 -1.40 1.61
C -0.06 0.83 -2.73
C -4.67 5.05 5.17
C 3.86 6.11 -1.55
C -0.55 -1.72 0.21
C 5.30 8.46 0.57
C 6.35 -2.57 -1.78
C 1.44 2.48 -0.76
C -2.65 -0.78 0.26
C -4.55 3.08 7.81
C 1.70 1.03 -0.82
C 0.94 0.24 -1.80
C 0.78 -1.95 -0.48
C 1.13 -1.32 -1.89
C 0.12 4.60 -1.57
C 0.43 3.06 -1.66
C -3.23 -7.14 -4.16
C 0.30 -3.15 2.14
C 5.26 -4.45 -2.72
C -2.66 -4.27 -2.65
C -4.26 -0.68 -1.74
C -3.75 0.10 -0.45
C 1.56 -3.38 1.47
C 5.98 -5.76 -2.50
C 1.84 -2.77 0.12
C -0.32 2.28 -2.67
C 7.88 -5.61 -1.11
C -2.86 -5.74 -2.30
C -2.98 -3.76 -4.93
H -3.86 -4.40 -4.92
H -3.98 0.98 2.41
H -5.38 -0.60 -1.81
H 5.62 -3.95 -3.63
H 1.96 3.13 -0.02
H 0.38 5.17 -2.50
H -4.01 -7.40 -4.88
H 0.14 -3.62 3.14
H -5.30 5.09 7.50
H 3.32 6.80 -2.20
H -5.69 1.41 5.22
H -1.98 -3.82 -1.91
H 2.82 -2.96 -0.39
H -2.84 -8.07 -3.72
H 7.30 -4.97 -0.44
H 2.23 -1.51 -2.11
H -2.58 -0.57 -2.93
H -3.96 -1.76 -1.60
H -3.60 2.53 7.77
H 3.30 4.85 1.31
H 4.19 -4.65 -2.86
H 8.92 -5.26 -1.12
H 5.29 9.09 1.46
H 5.61 -6.27 -1.60
H -3.67 4.99 8.19
H 6.03 8.87 -0.13
H 0.56 -1.80 -2.73
H 4.71 4.75 0.25
H 5.96 -1.82 -2.48
H -3.25 -5.80 -1.27
H -2.49 -3.87 -5.90
H -5.39 -2.62 1.24
H 7.29 -2.97 -2.16
H 3.99 7.11 2.09
H -3.52 0.80 -3.01
H -5.55 4.41 5.19
H 7.87 -6.64 -0.73
H 5.21 5.87 2.42
H -3.61 -3.73 -2.60
H -4.12 2.20 5.42
H -0.60 0.15 -3.44
H -1.00 4.68 -1.39
H 2.42 0.49 -0.16
H -4.53 0.75 6.38
H 2.33 -4.01 1.97
H -4.94 3.01 8.83
H -2.43 -6.61 -4.68
H -4.18 4.94 4.20
H 6.53 -2.09 -0.82
H 0.61 5.00 -0.64
H 5.78 -6.42 -3.35
H -1.07 2.72 -3.37
H -1.91 -6.28 -2.33
H -4.97 6.09 5.30
H -4.56 0.45 0.25
H -3.28 -2.72 -4.80
H 3.81 5.11 -1.99
H 4.32 8.47 0.10
H -3.22 1.03 -0.80
H 4.90 6.43 -1.48
```

Spin multiplicity = 1
SMILES string = Cc1ccc(Cc2cccc3nc(P(=O)(O)O)c(CCN)nc23)cc1.COCCOC.COCCOC.COCCOC.COCCOC
Gap between HOMO and LUMO = 7.43 eV
F_max = 4.2 eV/Å
LUMO energy = -1.12 eV

---

No. 2
C34H60N6O5 | wB97M-V/def2-TZVPD

Structure (XYZ):
```
105
C34H60N6O5 (wB97M-V/def2-TZVPD)
O 1.27 0.42 4.67
O 3.49 -0.56 2.99
O -1.14 -3.64 -2.68
O 0.11 -1.19 -2.73
O -1.82 -0.83 -0.75
N 0.24 2.16 -1.53
N -2.73 2.23 0.30
N -5.88 2.00 -0.29
N -0.75 3.79 2.75
N 1.98 1.57 1.32
N 4.63 -4.90 -1.01
C -2.99 3.52 0.32
C 1.33 4.37 3.30
C 4.54 -3.51 -1.22
C -6.74 0.79 -1.99
C -3.17 1.60 1.44
C -0.79 1.96 -2.39
C 4.90 -5.51 -2.26
C -0.44 4.94 2.05
C 4.62 -1.05 3.63
C -3.59 3.81 1.56
C 0.26 -5.48 -2.39
C 0.43 3.49 -1.27
C -0.53 4.22 -1.95
C -3.74 2.55 2.24
C 0.34 -1.80 4.29
C 5.10 -4.51 -3.17
C 0.26 3.43 3.53
C 3.03 2.20 0.71
C 0.09 -0.34 4.51
C 4.93 -3.22 -2.51
C -1.28 3.26 -2.68
C 5.79 -0.06 3.65
C 1.62 0.47 0.66
C 3.60 1.38 -0.23
C -3.88 -1.89 -0.61
C -3.01 -0.97 -1.45
C 0.64 -1.32 -5.03
C 0.84 5.25 2.35
C 1.16 -1.08 -3.68
C -6.04 1.96 -1.67
C -6.94 0.11 -0.76
C -0.79 -4.62 -1.69
C -6.45 0.89 0.26
C 2.62 0.29 -0.24
H -1.99 3.50 -3.46
H -5.54 2.73 -2.27
H -0.20 -2.13 -2.71
H 4.15 -2.91 -0.39
H 5.99 0.52 2.73
H -3.55 0.01 -1.66
H 1.43 -1.13 -5.80
H -0.59 -2.36 4.51
H -2.77 -1.40 -2.46
H -2.28 1.70 -0.45
H -4.84 -2.15 -1.11
H 3.75 -0.67 2.03
H -5.27 2.65 0.21
H 0.63 -6.25 -1.79
H 2.02 -1.74 -3.37
H 1.17 -4.88 -2.68
H 5.59 0.65 4.38
H 0.83 -0.19 0.92
H -0.24 -0.77 -5.24
H 2.61 -0.48 -1.02
H -4.10 -1.48 0.40
H -2.62 4.27 -0.34
H -0.32 -4.10 -0.80
H 4.43 1.65 -0.83
H -0.15 -5.84 -3.37
H 1.38 6.02 1.91
H 1.19 3.79 -0.59
H 5.19 -2.27 -2.97
H -0.43 -0.26 5.45
H 5.47 -4.80 -4.21
H -1.90 -3.15 -2.44
H 2.30 4.38 3.76
H -0.67 5.23 -1.81
H -1.60 -5.26 -1.35
H 6.61 -0.75 3.89
H -3.41 -2.79 -0.35
H 1.52 0.01 -3.58
H -1.71 3.47 2.74
H 4.87 -6.66 -2.34
H 4.32 -1.34 4.72
H 0.22 -2.35 -5.20
H 3.44 3.08 1.10
H -1.12 5.45 1.38
H -3.01 0.52 1.53
H -6.34 0.70 1.33
H 0.96 1.51 -1.28
H 0.36 2.49 4.04
H -1.02 1.03 -2.89
H -4.19 2.38 3.23
H 0.50 -1.95 3.22
H 4.29 -5.40 -0.21
H 1.45 2.08 2.05
H -3.86 4.76 1.94
H -7.08 0.44 -2.93
H 1.22 -2.13 4.88
H -0.62 0.06 3.70
H -1.04 -0.81 -1.39
H 4.89 -2.05 3.38
H 2.02 0.02 4.11
H -7.47 -0.85 -0.64
```

Spin multiplicity = 1
SMILES string = c1cc[nH]c1.c1cc[nH]c1.c1cc[nH]c1.c1cc[nH]c1.c1cc[nH]c1.c1cc[nH]c1.CCO.CCO.CCO.CCO.CCO
Gap between HOMO and LUMO = 8.16 eV
F_max = 3.9 eV/Å
LUMO energy = 0.31 eV

---

No. 3
C34H61F13N3O3 | wB97M-V/def2-TZVPD

Structure (XYZ):
```
114
C34H61F13N3O3 (wB97M-V/def2-TZVPD)
F -2.19 8.50 0.14
F 2.43 1.37 -5.78
F -0.63 9.03 -1.52
F 2.57 3.12 -4.45
F 5.15 2.76 -3.30
F 0.11 1.81 -5.14
F 5.90 0.67 -3.52
F 0.78 -0.09 -4.22
F 3.62 -0.38 -4.33
F -0.38 7.18 -0.25
F 3.48 0.70 -2.37
F -1.54 3.15 -1.43
F 5.23 1.71 -5.38
O -2.10 2.23 -3.46
O -1.28 6.51 -2.75
O 1.32 2.55 -2.00
N -0.39 -1.00 3.83
N -1.95 -6.17 3.15
N -5.10 1.78 -0.23
C 3.70 2.08 0.45
C -3.19 1.69 -2.71
C 7.34 4.88 0.83
C -0.05 -0.55 1.31
C -0.65 4.20 -3.40
C -3.01 -5.91 2.07
C -5.55 1.89 -1.65
C -4.40 -6.32 2.53
C 0.29 1.81 -2.61
C -1.33 8.03 -0.86
C 5.82 4.41 0.55
C -1.83 5.27 -3.26
C 0.93 -7.94 2.59
C -0.56 -5.84 2.56
C 0.12 -6.95 1.75
C -2.14 -5.19 4.30
C -2.22 7.20 -1.91
C -4.45 -7.76 3.00
C 4.95 1.59 -4.03
C 2.81 3.25 -0.18
C 1.32 2.77 -0.61
C -2.04 -7.60 3.66
C -0.25 0.53 -1.80
C -1.02 2.77 -2.74
C 2.34 1.73 -4.39
C 0.14 -1.34 -0.08
C 3.52 0.90 -3.73
C -0.04 -1.62 2.52
C -3.44 -7.98 4.11
C 0.85 1.33 -4.02
C 0.87 -0.44 -1.21
C 4.45 2.46 1.81
C -4.41 2.72 -2.45
C 5.03 3.94 1.87
H 8.00 4.30 0.09
H -1.04 0.00 1.37
H -0.90 0.83 -0.91
H -4.17 2.20 -0.08
H 5.79 3.65 -0.30
H -1.31 -7.70 4.47
H 3.75 2.22 2.69
H -4.22 -8.43 2.16
H -2.74 4.90 -2.71
H -6.45 2.60 -1.64
H -4.11 3.56 -1.73
H -5.45 -8.02 3.35
H -1.38 -0.71 3.85
H -2.83 6.49 -1.28
H -2.90 7.90 -2.51
H -5.80 0.90 -2.14
H 0.09 -5.54 3.39
H -3.67 0.89 -3.39
H -0.84 -2.43 2.32
H -3.73 -7.42 5.01
H -2.91 1.11 -1.77
H -0.31 -1.74 4.55
H 4.20 4.66 2.19
H -0.39 4.13 -4.49
H -3.12 -5.33 4.75
H 1.06 1.93 0.10
H 7.41 6.01 0.66
H 1.61 -8.50 1.95
H -2.18 5.51 -4.33
H 0.79 0.20 1.46
H 0.64 3.65 -0.33
H 0.26 4.67 -2.88
H -0.71 -4.96 1.92
H 2.70 4.16 0.49
H 1.73 0.06 -0.69
H -0.94 -0.12 -2.44
H -2.98 -4.85 1.83
H 1.01 -2.06 2.60
H 1.20 -1.20 -2.01
H -5.10 -6.19 1.70
H -3.44 -9.04 4.40
H 0.84 -6.46 1.09
H 5.79 3.97 2.72
H -2.71 -6.48 1.19
H 5.32 1.72 1.92
H -4.76 -5.66 3.33
H 5.28 5.33 0.16
H -0.58 -7.47 1.10
H 1.52 -7.43 3.35
H -0.90 -1.64 -0.43
H 3.31 3.58 -1.15
H 0.30 -8.68 3.09
H 4.51 1.84 -0.32
H 0.71 -2.31 0.14
H 3.12 1.10 0.60
H -4.79 3.19 -3.41
H -1.36 -5.38 5.04
H 7.66 4.70 1.91
H -4.99 0.79 0.03
H -2.05 -4.18 3.90
H -1.77 -8.25 2.83
```

Spin multiplicity = 1
Gap between HOMO and LUMO = 8.42 eV
Total charge = +1
F_max = 3.7 eV/Å
LUMO energy = -2.56 eV

---

No. 4
C34H61F3O16 | wB97M-V/def2-TZVPD

Structure (XYZ):
```
114
C34H61F3O16 (wB97M-V/def2-TZVPD)
F -1.34 2.87 1.59
F -5.97 4.01 0.57
F 8.39 2.10 3.42
O 6.83 0.47 3.43
O -4.71 -6.70 -2.70
O -1.09 0.79 1.16
O -4.98 5.99 0.66
O -2.44 -0.53 -0.03
O -1.86 1.54 -0.72
O 3.83 2.90 -3.56
O -0.54 -7.30 1.72
O -2.84 2.54 -5.22
O 7.06 0.66 1.20
O 3.39 -1.50 -3.80
O -2.43 1.85 7.27
O 4.97 0.33 2.07
O -4.53 5.89 -1.47
O -3.13 6.99 -0.07
O 4.58 5.47 2.94
C -2.62 -6.52 2.62
C -2.41 0.44 -5.87
C 4.82 7.74 3.64
C -6.05 5.25 0.04
C -3.80 -6.45 -4.79
C 3.09 -2.27 -4.99
C -3.94 2.29 -6.08
C -1.67 2.37 8.35
C -4.49 -7.77 -4.73
C 6.18 0.48 2.22
C -1.18 -6.06 2.17
C 2.95 -2.12 -2.56
C -0.54 2.04 1.00
C 3.41 7.29 3.49
C 5.60 6.43 3.16
C -4.16 6.37 -0.28
C -5.80 5.25 -1.44
C -0.24 1.82 8.04
C -1.89 0.52 0.17
C -1.32 -8.45 2.14
C -2.41 -7.96 3.09
C -1.76 0.73 6.62
C 4.52 3.27 -2.42
C 8.33 0.41 1.79
C 3.47 5.81 3.66
C -3.61 0.91 -6.60
C -0.63 2.24 -0.50
C -0.34 1.14 6.70
C 8.19 0.83 3.26
C -1.73 1.79 -5.63
C -5.27 -7.75 -3.47
C -3.57 -6.19 -3.33
C 2.68 -3.62 -4.42
C 2.22 -3.42 -2.94
H 1.82 -3.99 -4.98
H -6.55 5.67 -2.10
H -1.77 -0.23 -6.45
H -0.98 1.76 -4.84
H -6.29 -7.38 -3.62
H -3.31 -5.17 -3.06
H -1.96 -0.15 7.23
H 5.61 3.27 -2.44
H -0.01 1.02 8.74
H -3.83 -8.63 -4.58
H -1.66 3.46 8.35
H -3.54 1.01 -7.68
H -2.00 0.43 5.60
H -2.61 -6.67 -3.11
H -0.62 -9.22 2.47
H 2.30 -1.45 -2.00
H 8.87 0.22 3.86
H 4.18 2.69 -1.56
H 2.22 -1.83 -5.49
H -3.43 -6.46 1.89
H 3.38 5.45 4.68
H 0.24 1.69 -0.85
H 3.46 -4.38 -4.45
H -2.56 0.11 -4.85
H 0.46 2.03 1.43
H 6.08 6.62 2.20
H 0.59 2.51 8.17
H 8.49 -0.64 1.58
H -3.05 -5.91 3.42
H -5.09 -8.71 -3.00
H 5.07 8.10 4.64
H -7.04 5.65 0.29
H -4.45 0.21 -6.58
H -5.14 -7.89 -5.60
H 3.93 1.96 -3.71
H 2.99 7.65 2.55
H 2.82 7.67 4.32
H 6.37 6.13 3.87
H 2.46 -4.25 -2.27
H -2.07 2.07 9.32
H -3.95 2.97 -6.93
H -1.18 -5.36 1.34
H 9.13 1.04 1.39
H -5.61 4.23 -1.80
H -2.86 -6.35 -5.33
H -1.83 -8.79 1.24
H -1.27 2.28 -6.49
H 2.62 5.33 3.18
H 3.83 -2.37 -1.96
H 5.04 8.54 2.93
H 1.18 -3.14 -2.75
H 3.91 -2.38 -5.70
H 0.37 0.34 6.51
H -0.65 -5.61 3.01
H -4.47 -5.66 -5.11
H -4.91 2.31 -5.59
H -3.39 -8.42 3.15
H 4.25 4.30 -2.20
H -0.67 3.26 -0.88
H -1.96 -8.03 4.08
H -0.14 1.88 5.93
```

Spin multiplicity = 1
SMILES string = O=C1OC[C@@H](F)O1.O=C1OC[C@@H](F)O1.O=C1OC[C@@H](F)O1.C1CCOC1.C1CCOC1.C1CCOC1.C1CCOC1.C1CCOC1.C1CCOC1.CO
Gap between HOMO and LUMO = 9.63 eV
F_max = 4.5 eV/Å
LUMO energy = 0.37 eV